Computed, not measured: C3H6N2OS as an isolated structure in a non-equilibrium geometry, with wB97M-V/def2-TZVPD.

Each line ends with the Mulliken charge.
Cartesian coordinates (Å):
C: -1.2239 -0.1872 2.2150  -0.821
C: -0.8616 -0.5523 0.9574  0.723
C: 0.7805 0.2255 -1.1919  0.329
H: -2.3774 -0.3142 2.2980  0.278
H: -0.6930 -1.1367 3.0474  0.265
H: -0.7011 0.9825 2.5665  0.275
H: 2.1869 1.2539 -2.4616  0.275
H: 2.7310 1.1750 -0.6530  0.253
H: -0.2758 -1.0822 -1.2294  0.461
N: 1.8599 0.9901 -1.3511  -0.522
N: 0.3870 -0.6996 -1.9192  -0.669
O: -1.4135 -1.4506 0.2804  -0.627
S: 0.1587 0.7361 0.3248  -0.221

Summary:
E: -700.71695 hartree



Computed, not measured: a 3-piece molecular cluster, C36H66ClF16N3O7PS overall in a non-equilibrium geometry, with wB97M-V/def2-TZVPD.

Each line ends with the Mulliken charge.
Cartesian coordinates (Å):
C: 6.6936 -2.6705 5.2760  -1.001
C: 6.9567 -2.4454 3.7880  -0.336
O: 6.1469 -1.3527 3.3324  -0.272
C: 5.8080 -1.3583 2.0304  0.335
O: 6.3811 -2.0422 1.2032  -0.659
C: 4.6611 -0.4492 1.7276  -0.707
C: 3.3359 -1.2149 1.5038  -0.267
C: 2.1016 -0.4392 1.9896  -2.018
P: 0.9797 -1.3526 3.2311  1.766
C: -0.2530 -1.9111 1.8353  -1.522
C: 0.4171 -2.6583 0.6886  0.394
C: -0.6076 -3.2317 -0.2955  -0.072
Cl: -0.1996 -4.8958 -0.8582  -0.275
C: 2.2543 -0.8751 4.6195  -1.341
O: 2.4677 -1.7983 5.7242  -0.313
C: 3.0375 -2.9667 5.4889  0.711
F: 3.8804 -2.9801 4.4274  -0.189
F: 3.7683 -3.3299 6.5632  -0.332
F: 2.1653 -3.9784 5.2873  -0.267
O: 0.0962 0.1889 3.3794  -0.649
C: -1.1002 0.0961 4.0588  -0.288
C: -1.4782 1.4287 4.6984  -1.156
C: -2.9233 1.4900 5.2200  -0.906
C: -3.8566 2.4336 4.5002  0.542
F: -4.9756 2.6071 5.2742  -0.300
F: -3.2953 3.6665 4.3273  -0.355
C: -4.3346 1.9541 3.1041  0.951
F: -4.8612 0.7116 3.2268  -0.413
F: -3.2493 1.8649 2.3109  -0.336
C: -5.3758 2.8913 2.3651  0.539
F: -4.7197 3.5098 1.3647  -0.309
F: -5.8585 3.8454 3.1678  -0.262
C: -6.5574 2.1544 1.6374  0.554
F: -7.0595 3.0281 0.7614  -0.290
F: -6.0701 1.1288 0.9578  -0.249
S: -8.0435 1.5901 2.6876  1.384
F: -7.2008 1.6735 4.0215  -0.298
F: -8.4685 3.1064 2.8609  -0.295
F: -8.9202 1.4825 1.3686  -0.316
F: -7.6439 0.0660 2.5395  -0.292
F: -9.3051 1.1628 3.5349  -0.311
C: -1.1063 -1.1963 4.9617  2.300
C: -0.7956 -0.8178 6.4080  -2.137
N: -0.3058 -1.9366 7.2396  -0.394
C: -2.4448 -1.9558 4.7660  -0.241
C: -3.0752 -2.6730 5.9759  -1.334
C: -2.8277 -4.2061 6.0012  -0.343
C: -4.1258 -4.9489 6.0683  0.264
O: -4.6176 -5.6123 5.1836  -0.585
O: -4.7588 -4.7777 7.2645  -0.449
O: -0.0623 -1.9922 4.4742  -0.308
H: 7.6419 -2.8130 5.7956  0.369
H: 6.1032 -3.5732 5.4320  0.205
H: 6.1534 -1.8332 5.7115  0.246
H: 6.7355 -3.3383 3.2081  0.332
H: 8.0040 -2.1813 3.6290  0.425
H: 4.9193 0.0868 0.8130  0.379
H: 4.5578 0.2843 2.5280  0.431
H: 3.2479 -1.3459 0.4233  0.334
H: 3.3804 -2.2204 1.9258  0.332
H: 2.3908 0.5262 2.4127  0.794
H: 1.4628 -0.1943 1.1385  0.761
H: 1.6086 -2.6314 3.0600  0.413
H: -1.0227 -2.5730 2.2428  0.078
H: -0.7751 -1.0323 1.4352  0.306
H: 1.0340 -3.4742 1.0707  0.407
H: 1.0626 -1.9892 0.1169  -0.406
H: -0.6931 -2.6227 -1.1925  -0.175
H: -1.5871 -3.3186 0.1686  0.375
H: 3.2284 -0.6027 4.2067  0.465
H: 1.8589 0.0150 5.1085  0.296
H: -1.9092 -0.0938 3.3227  0.040
H: -1.3555 2.1696 3.9059  0.713
H: -0.7755 1.7277 5.4780  0.503
H: -3.3981 0.5138 5.2806  0.205
H: -2.9195 1.8923 6.2371  0.363
H: -0.0140 -0.0538 6.4205  0.386
H: -1.6888 -0.3639 6.8579  0.484
H: -0.8190 -1.9821 8.1092  0.361
H: -0.4078 -2.8169 6.7521  0.211
H: -3.2036 -1.3136 4.3171  -0.033
H: -2.2193 -2.7053 4.0067  0.098
H: -4.1562 -2.5134 5.9254  0.544
H: -2.7628 -2.2455 6.9233  0.448
H: -2.2225 -4.4803 6.8675  0.440
H: -2.3197 -4.5338 5.0977  0.187
H: -5.6931 -4.9856 7.1162  0.333
C: 1.6953 -1.2509 -2.9756  -1.476
C: 0.4295 -0.7667 -3.6653  -0.463
N: 0.2919 0.6787 -3.6575  0.223
C: -1.0310 1.1387 -4.0333  -0.762
C: -1.5166 0.8640 -5.4633  -0.825
C: 1.4082 1.4163 -4.2176  -1.103
C: 1.8130 1.1130 -5.6668  -0.433
H: 1.7658 -0.8420 -1.9663  0.236
H: 1.6793 -2.3390 -2.8999  0.468
H: 2.5973 -0.9748 -3.5236  0.425
H: -0.4343 -1.1770 -3.1351  0.627
H: 0.3953 -1.1923 -4.6820  0.129
H: -1.0827 2.2140 -3.8398  0.402
H: -1.7400 0.6802 -3.3372  0.390
H: -1.0227 1.5038 -6.1947  0.068
H: -2.5881 1.0642 -5.5305  0.409
H: -1.3589 -0.1752 -5.7538  0.272
H: 2.2786 1.2481 -3.5789  0.361
H: 1.1869 2.4822 -4.1183  0.405
H: 1.8697 0.0409 -5.8607  0.283
H: 2.8024 1.5326 -5.8645  0.414
H: 1.1265 1.5546 -6.3877  -0.063
C: 2.7918 4.7284 -12.4525  -1.426
C: 2.7258 3.4738 -11.5943  -0.335
N: 2.7936 3.7542 -10.1731  0.122
C: 3.0332 2.5750 -9.3596  -0.760
C: 1.9611 1.4800 -9.3389  -0.776
C: 1.7971 4.6833 -9.6690  -0.701
C: 0.3166 4.3407 -9.8840  -0.809
H: 3.6665 5.3264 -12.1937  0.333
H: 2.8646 4.4516 -13.5051  0.437
H: 1.9034 5.3509 -12.3404  0.287
H: 3.5813 2.8388 -11.8399  0.449
H: 1.8270 2.9008 -11.8756  0.264
H: 3.2245 2.9047 -8.3349  0.378
H: 3.9721 2.1302 -9.7045  0.377
H: 1.0879 1.7769 -8.7606  -0.026
H: 2.3657 0.5817 -8.8689  0.392
H: 1.6335 1.2057 -10.3426  0.358
H: 1.9891 5.6601 -10.1203  0.364
H: 1.9853 4.8223 -8.6017  0.332
H: 0.1184 4.0160 -10.9066  0.234
H: -0.2942 5.2265 -9.6986  0.377
H: -0.0310 3.5615 -9.2076  0.140

Summary:
net charge: -1
E: -4899.86374 hartree



Computed, not measured: C49H48Cl4InN9O2P2S2 as an isolated structure, with wB97M-V/def2-TZVPD.

Each line ends with the Mulliken charge.
Cartesian coordinates (Å):
In: 0.9741 -0.6831 -1.1175  1.658
O: -3.0887 -1.5342 -3.0543  -0.659
C: -3.2676 -0.4024 -3.7698  0.620
C: -4.4185 -0.3058 -4.5503  -0.714
C: -4.6550 0.8297 -5.2999  -0.442
C: -3.7449 1.8865 -5.2958  -0.903
C: -2.5990 1.7832 -4.5323  -0.630
C: -2.3443 0.6477 -3.7590  -0.172
C: -1.1196 0.5655 -2.9236  0.757
O: -1.1041 -0.2822 -1.9434  0.245
N: -0.1561 1.3917 -3.2092  -0.685
N: 0.9461 1.2508 -2.3576  0.746
C: 1.7805 2.2135 -2.5263  -0.203
S: 3.3354 2.3404 -1.7358  0.169
C: 3.5325 4.0988 -2.1112  -0.745
C: 2.9755 4.3430 -3.4978  -0.625
S: 1.3726 3.5134 -3.6375  -0.010
H: -2.3012 -1.3898 -2.4859  -0.142
H: -5.1109 -1.1379 -4.5456  0.486
H: -5.5596 0.8975 -5.8918  0.402
H: -3.9317 2.7748 -5.8844  0.433
H: -1.8695 2.5827 -4.5140  0.474
H: 4.6017 4.3065 -2.0640  0.462
H: 3.0155 4.6948 -1.3591  0.262
H: 3.6455 3.9487 -4.2613  0.304
H: 2.8060 5.4042 -3.6788  0.426
C: -3.7728 -2.3780 -0.1790  -0.748
C: -3.5931 -2.3850 1.3190  0.639
C: -4.7282 -2.4728 2.1202  -0.671
C: -4.6464 -2.5197 3.5035  -0.772
C: -3.4015 -2.4933 4.1096  -0.792
C: -2.2568 -2.3939 3.3288  -0.835
C: -2.3291 -2.3250 1.9374  0.511
P: -0.8446 -2.1236 0.8460  1.488
C: 0.5126 -2.0503 2.1080  0.700
C: 0.4236 -0.8958 2.9010  -0.487
C: 1.3285 -0.6146 3.9078  -0.882
C: 2.4034 -1.4722 4.1029  -0.747
C: 2.5258 -2.5992 3.3071  -1.276
C: 1.5875 -2.9271 2.3203  0.713
C: 1.7952 -4.2132 1.5574  -1.188
C: -0.7628 -3.7172 -0.0303  0.076
C: -1.4566 -4.8324 0.4555  -0.268
C: -1.5555 -5.9934 -0.2815  -0.868
C: -0.9766 -6.0445 -1.5476  -0.823
C: -0.2858 -4.9503 -2.0285  -0.792
C: -0.1361 -3.7723 -1.2807  0.597
C: 0.7557 -2.7048 -1.8710  -2.897
H: -4.7528 -2.7733 -0.4446  0.662
H: -3.0279 -2.9832 -0.6938  -0.127
H: -3.7057 -1.3711 -0.5894  -0.176
H: -5.6994 -2.5136 1.6390  0.446
H: -5.5481 -2.5886 4.0992  0.395
H: -3.3113 -2.5541 5.1867  0.441
H: -1.2981 -2.3818 3.8258  0.425
H: -0.3949 -0.2041 2.7196  0.454
H: 1.2068 0.2719 4.5179  0.473
H: 3.1452 -1.2621 4.8642  0.474
H: 3.3618 -3.2724 3.4643  0.372
H: 2.6461 -4.7534 1.9703  0.547
H: 1.9897 -4.0317 0.4981  0.115
H: 0.9201 -4.8586 1.6137  0.223
H: -1.9311 -4.7821 1.4287  0.543
H: -2.0886 -6.8470 0.1172  0.459
H: -1.0631 -6.9384 -2.1530  0.404
H: 0.1730 -4.9936 -3.0101  0.508
H: 0.4812 -2.5186 -2.9103  0.697
H: 1.7879 -3.0630 -1.8711  0.828
Cl: 3.5204 -0.8570 -1.4174  -0.393
N: 9.2243 1.1879 5.4161  -0.508
C: 8.2322 1.2111 4.8375  -0.070
C: 6.9834 1.2388 4.1097  0.448
C: 6.2343 2.4072 4.0483  -0.945
C: 5.0380 2.4319 3.3537  -0.673
C: 4.5805 1.2868 2.7182  1.282
C: 5.3279 0.1145 2.7753  -0.274
C: 6.5236 0.0933 3.4664  -1.067
N: 3.3537 1.3143 2.0029  0.873
C: 2.4726 2.3806 1.8688  -1.494
C: 1.4984 1.9542 1.0370  -0.529
N: 1.7494 0.6487 0.6525  1.665
C: 2.8693 0.3109 1.2403  -1.505
H: 6.5896 3.3003 4.5436  0.457
H: 4.4745 3.3528 3.3104  0.416
H: 4.9903 -0.7844 2.2815  0.467
H: 7.1075 -0.8161 3.5084  0.469
H: 2.5993 3.3198 2.3739  0.566
H: 0.6491 2.5014 0.6762  -0.101
H: 3.3353 -0.6510 1.1496  0.476
C: -4.5397 2.8379 1.3949  -1.100
N: -4.4577 2.3203 0.0315  0.148
C: -4.1142 3.4204 -0.8686  -0.980
N: -2.8871 4.1266 -0.4939  0.164
C: -3.0135 4.5810 0.8883  -0.977
N: -3.3237 3.5191 1.8448  0.138
C: -2.2106 2.5682 1.9679  -1.402
P: -1.7371 1.7125 0.3752  2.434
C: -3.4839 1.2289 -0.0661  -0.612
C: -1.7100 3.2699 -0.6664  -1.002
H: -4.7551 2.0118 2.0753  0.399
H: -5.3635 3.5530 1.4390  0.321
H: -4.9345 4.1403 -0.8492  0.268
H: -4.0072 3.0317 -1.8828  0.413
H: -3.8194 5.3166 0.9311  0.314
H: -2.0825 5.0676 1.1884  0.404
H: -2.4927 1.7968 2.6907  0.392
H: -1.3400 3.0896 2.3770  0.374
H: -3.7863 0.4255 0.6096  0.196
H: -3.4862 0.8337 -1.0849  -0.282
H: -1.6195 2.9839 -1.7173  -0.010
H: -0.8169 3.8551 -0.4230  0.580
Cl: 4.7995 -0.6941 -6.5686  -0.122
C: 4.6317 -0.8117 -4.8020  0.715
Cl: 5.3597 0.6013 -4.0423  -0.052
Cl: 5.4095 -2.2878 -4.2324  -0.080
C: 3.1859 -0.8772 -4.5138  -0.245
N: 2.0499 -1.0074 -4.4273  -0.308

Summary:
E: -6049.33401 hartree